1.
{"formula": "C16H22BCuN7", "method": "ωB97M-V/def2-TZVPD", "elements": ["H", "H", "H", "N", "H", "C", "N", "H", "H", "C", "N", "C", "C", "H", "C", "H", "C", "H", "Cu", "C", "N", "N", "N", "B", "H", "H", "H", "C", "C", "C", "N", "H", "C", "H", "H", "H", "H", "H", "C", "C", "H", "C", "C", "H", "C", "H", "H"], "coordinates": [[0.261850, 1.538992, 2.675671], [-1.122591, -3.882691, -1.000106], [2.084401, -0.195430, -1.873254], [-1.692215, -0.879534, 0.830901], [-1.036662, -2.833463, -3.647045], [1.556753, -3.579809, 0.327576], [0.526646, -2.721478, 0.142967], [3.399610, 3.718055, 1.597697], [-1.416640, -0.323720, -4.726994], [1.038963, 2.303548, 2.603272], [1.374924, 1.473578, 0.257466], [-1.109232, 0.307375, -2.616101], [2.033193, -1.649727, 1.372402], [1.732390, 1.321540, -2.769545], [2.518699, -2.941511, 1.124670], [-2.050964, 2.597030, 0.084283], [-2.807770, -0.492732, 1.478135], [3.470697, -3.327637, 1.437712], [-0.093506, 0.174822, 0.299272], [1.732052, 2.283399, 1.308363], [-1.903070, -2.166201, 0.350098], [-0.809909, -0.392646, -1.507268], [-0.841107, -1.747254, -1.829456], [-0.834263, -2.784007, -0.629179], [2.466223, -0.804072, 1.906158], [1.547610, -4.559424, -0.117679], [4.112166, 2.886283, -0.949087], [-3.123444, -2.586918, 0.752560], [-3.722339, -1.555673, 1.464461], [-2.445517, 3.241290, 0.874111], [0.833083, -1.532581, 0.790421], [-2.047346, 4.251218, 0.774499], [-1.041739, -1.865556, -3.168464], [3.411674, 0.891074, -2.332424], [1.765369, 2.126658, 3.405869], [-3.539226, 3.291722, 0.835797], [0.582221, 3.290755, 2.753016], [-4.709486, -1.546512, 1.891099], [2.899380, 3.007585, 0.953810], [2.308495, 1.629879, -0.745475], [-2.151249, 2.867736, 1.865334], [-1.224771, -0.586824, -3.696705], [3.264327, 2.590903, -0.341939], [-1.211469, 1.382990, -2.590755], [2.366589, 0.858164, -1.996383], [-3.472813, -3.580867, 0.486377], [-2.879989, 0.501669, 1.893860]], "forces_ev_per_angstrom": [[-0.030, 0.045, -0.013], [0.085, 0.189, 0.109], [-0.118, 0.275, 0.027], [0.124, -1.358, -0.386], [-0.056, 0.039, 0.078], [-0.042, 1.293, 0.688], [0.011, 1.125, 0.184], [-0.032, -0.027, -0.123], [0.050, -0.081, 0.128], [-0.142, 0.001, 0.123], [-0.631, -0.607, -0.541], [0.095, -1.146, -0.299], [-0.198, -0.609, -0.462], [0.171, -0.180, 0.147], [-0.264, 0.184, -0.440], [-0.080, 0.036, -0.049], [-0.045, -0.067, -0.591], [0.003, -0.154, 0.090], [-1.216, -1.684, 0.723], [0.022, -0.667, -0.638], [0.206, 0.574, 0.173], [-0.142, 0.004, -1.232], [0.271, 0.695, 0.151], [0.024, 0.397, -0.049], [-0.094, -0.458, -0.114], [-0.072, -0.084, 0.048], [-0.137, 0.083, 0.223], [1.085, 0.643, -0.315], [0.186, 0.565, -0.023], [-0.076, 0.077, 0.520], [0.596, -0.328, 0.043], [0.007, -0.111, -0.126], [0.014, 0.803, 1.202], [-0.376, -0.042, -0.173], [-0.161, 0.166, -0.050], [0.288, -0.119, -0.124], [0.076, -0.163, 0.137], [0.045, -0.043, 0.210], [0.853, -0.240, -1.711], [-0.332, -0.177, 0.664], [-0.058, 0.022, -0.226], [-0.024, 0.390, 0.325], [-0.229, 0.814, 1.744], [0.086, -0.087, -0.030], [0.263, -0.152, -0.221], [0.105, 0.282, 0.126], [-0.111, -0.119, 0.072]], "lumo_energy_ev": [-11.034, -11.055], "homo_lumo_gap_ev": [4.5, 4.6], "s2": 0.7605, "total_energy_ev": -72678.0842, "spin_multiplicity": 2, "total_charge": 2}

2.
{"formula": "C16H22ClNO2", "method": "ωB97M-V/def2-TZVPD", "elements": ["H", "H", "Cl", "H", "H", "C", "C", "C", "C", "C", "H", "C", "H", "C", "H", "H", "N", "H", "H", "C", "C", "C", "H", "C", "H", "O", "H", "H", "C", "H", "H", "O", "C", "H", "H", "H", "H", "C", "C", "H", "H", "C"], "coordinates": [[-0.035278, 3.034915, 0.010502], [-1.844057, -1.648468, -2.565042], [-3.074670, 6.744028, 0.677499], [-1.121381, -1.285637, 0.358302], [-3.215136, 0.058648, 0.648336], [-3.704079, 4.144588, 0.316930], [-2.622109, 0.087490, -0.275342], [-2.074099, 2.404991, -0.001274], [2.324675, -2.678249, -1.163228], [-1.852886, -1.218543, -0.447746], [-2.540158, -2.058466, -0.348259], [1.828110, -0.696513, 0.868338], [3.661791, -0.874713, 2.926740], [3.054387, -1.602637, 0.982894], [2.239137, -0.022002, -1.137030], [3.892999, -1.120826, 0.466212], [1.174482, -1.797030, -1.214538], [3.150423, -2.214777, -1.717247], [-0.821893, -0.281911, -2.107010], [3.441925, -1.823072, 2.441604], [2.747679, -2.927114, 0.282429], [-1.059819, 3.360393, 0.097981], [-0.574577, 5.422046, 0.381588], [-3.400218, 2.809495, 0.108833], [4.322738, -2.456988, 2.510294], [-1.661850, 1.127079, -0.202347], [1.000310, -1.144010, 1.423009], [0.539665, 0.123321, -0.649072], [1.418906, -0.513897, -0.596051], [2.630431, -2.305129, 2.982619], [1.939473, -3.438958, 0.808944], [-0.063735, -3.358038, -2.252638], [-1.361690, 4.688933, 0.304754], [2.035678, 0.281608, 1.305573], [-3.295498, 0.251069, -1.126953], [-4.733552, 4.454857, 0.402252], [2.045394, -3.611254, -1.654898], [-2.688798, 5.078098, 0.415067], [-1.149732, -1.277659, -1.809933], [-4.207045, 2.098303, 0.034000], [3.625024, -3.575307, 0.295255], [0.029031, -2.238664, -1.781344]], "forces_ev_per_angstrom": [[0.131, -0.036, -0.010], [0.123, 0.013, 0.009], [-0.048, 0.218, 0.033], [-0.030, -0.035, 0.092], [0.028, 0.064, -0.109], [0.157, 0.223, 0.027], [-0.149, -0.408, 0.118], [0.013, 0.308, 0.030], [0.014, -0.529, 0.044], [-0.094, 0.479, -0.129], [0.014, -0.020, 0.050], [0.277, 0.062, -0.315], [0.035, 0.081, 0.121], [-0.240, -0.201, 0.325], [-0.082, 0.051, 0.022], [-0.011, 0.009, -0.048], [0.457, 0.007, 0.102], [-0.018, -0.021, -0.002], [-0.013, 0.029, 0.005], [0.035, 0.110, -0.306], [0.180, 0.335, -0.251], [-0.121, -0.214, -0.026], [0.059, 0.081, 0.009], [0.106, -0.346, -0.055], [0.101, -0.080, 0.075], [0.152, 0.027, -0.002], [-0.077, -0.004, 0.057], [0.047, -0.024, -0.094], [-0.156, 0.253, 0.296], [-0.101, -0.065, 0.089], [-0.043, -0.068, 0.047], [-0.204, -0.324, -0.108], [-0.097, -0.028, 0.000], [-0.017, 0.053, 0.061], [0.014, 0.036, 0.076], [-0.079, 0.052, 0.011], [0.107, 0.173, 0.010], [-0.077, -0.193, -0.027], [0.036, -0.183, 0.046], [-0.053, -0.089, -0.010], [0.029, -0.069, 0.034], [-0.403, 0.273, -0.298]], "lumo_energy_ev": 0.728, "homo_lumo_gap_ev": 9.4, "total_energy_ev": -35057.4037, "smiles": "CC1CCN(C(=O)CCCOc2ccc(Cl)cc2)CC1", "total_charge": 0, "e_above_lowest_kj_mol": 21.1}

3.
{"formula": "C16H22FN3O2", "method": "ωB97M-V/def2-TZVPD", "elements": ["H", "H", "F", "O", "C", "H", "H", "C", "O", "C", "C", "C", "C", "H", "H", "H", "H", "H", "H", "H", "H", "H", "C", "N", "H", "H", "H", "C", "C", "H", "C", "C", "H", "C", "C", "C", "N", "C", "N", "H", "C", "H", "H", "H"], "coordinates": [[-1.433712, -0.281156, 1.388303], [3.134708, 3.084077, 3.431079], [-4.500228, -0.448094, 0.038787], [0.791199, 0.594647, -2.016233], [2.722183, 1.046478, 2.890758], [1.676259, 1.180247, 3.165677], [-4.379097, 0.826642, -2.220669], [0.671019, 0.402675, -0.823590], [0.837310, 2.704695, -0.163551], [-0.462827, -2.754531, -1.357891], [3.308939, 2.423807, 2.576259], [-2.575912, -1.591498, -0.677721], [1.934942, -1.151753, 1.843519], [-0.408273, -0.106890, 2.828110], [0.092061, -2.057501, 1.274740], [2.448405, -2.011979, 1.408064], [-0.691356, -3.351577, -0.472828], [3.876211, -0.260542, 1.653322], [-0.259829, 2.063230, 1.939706], [-2.634518, 0.435929, -3.948540], [1.619633, -2.641459, -0.747482], [2.780764, 2.848337, 1.707070], [-2.624799, -0.132296, -3.031832], [0.681761, -0.836875, -0.273220], [4.956360, 1.839701, 1.525839], [-0.324942, -3.436444, -2.198504], [-0.870479, -1.222795, -3.562645], [2.840551, 0.077604, 1.712501], [0.850120, -1.977983, -1.151636], [2.621460, 0.599695, 0.778813], [-0.417905, -0.046562, 1.737629], [0.502490, 1.580339, 0.136999], [3.248874, 0.630626, 3.751288], [-3.560096, -0.650028, -0.914205], [-1.631845, -1.069768, -2.814518], [-1.591945, -1.801503, -1.633575], [4.750265, 2.336411, 2.386310], [0.556503, -1.071578, 1.150400], [-0.055679, 1.284878, 1.329143], [5.143555, 3.266748, 2.295296], [-3.601493, 0.093991, -2.076434], [-2.593002, -2.156645, 0.242956], [1.190931, -1.574302, -2.107017], [1.772239, -1.375436, 2.899490]], "forces_ev_per_angstrom": [[0.156, -0.040, 0.141], [-0.047, -0.012, -0.082], [0.070, -0.012, -0.110], [0.037, 0.269, 0.148], [0.158, 0.308, -0.231], [-0.066, -0.052, 0.053], [-0.094, 0.068, 0.003], [0.114, -0.136, -0.587], [0.054, -0.097, -0.210], [0.139, 0.183, 0.038], [-0.291, -0.097, 0.152], [-0.161, 0.064, -0.026], [-0.036, 0.045, -0.241], [0.033, 0.003, -0.072], [-0.036, 0.142, -0.025], [-0.041, -0.078, 0.053], [-0.022, -0.059, -0.040], [0.021, 0.024, -0.100], [0.096, 0.001, -0.161], [-0.002, 0.065, -0.088], [0.015, 0.043, -0.033], [0.010, -0.033, 0.143], [0.027, -0.059, 0.017], [-0.033, -0.148, 0.024], [0.067, 0.106, 0.036], [0.013, -0.085, 0.048], [0.125, 0.008, -0.083], [-0.131, -0.025, 0.292], [0.012, -0.126, -0.258], [0.174, 0.008, -0.040], [-0.222, -0.501, -0.136], [-0.124, 0.596, 0.177], [-0.033, -0.030, 0.087], [0.062, 0.034, -0.031], [-0.034, -0.073, -0.006], [-0.143, -0.077, -0.067], [0.222, -0.014, -0.108], [0.057, 0.110, 0.573], [-0.081, 0.130, 0.290], [0.026, -0.121, -0.057], [-0.131, -0.029, 0.213], [-0.004, -0.049, 0.102], [0.035, -0.144, 0.139], [0.010, -0.108, 0.065]], "lumo_energy_ev": 0.541, "homo_lumo_gap_ev": 9.7, "total_energy_ev": -28232.7763, "smiles": "NCCCC[C@H]1CNC(=O)C(=O)N1CCc1cccc(F)c1", "total_charge": 0, "e_above_lowest_kj_mol": 1.5}